Density functional theory data (ωB97M-V/def2-TZVPD) for 3 unconnected molecules or ions with the total composition C24H37BF7O10 at a distorted geometry.

Output
Total charge = -1
HOMO level = -5.12 eV
Energy = -2413.0145 Ha
F_max = 0.037 Eh/bohr

```
79
C24H37BF7O10 ωB97M-V/def2-TZVPD
F -4.7192 0.4857 4.0299
F -5.2677 -1.7665 2.3511
F -4.4014 -1.4230 0.2988
F -2.9668 0.5124 1.0614
F -3.9662 2.0442 2.7509
F -2.6193 -0.4138 3.0429
F -5.7199 0.9191 2.1186
O -1.0723 -2.5745 4.3243
O 1.0903 5.6493 -0.5569
O 1.1062 -4.9838 -3.9553
O -3.0043 -3.2836 3.2849
O 1.0900 -3.0756 4.6599
O 3.9697 -4.0485 -4.9081
O -1.7199 -2.6830 1.4459
O 2.7472 -2.9809 -2.3319
O -1.5973 7.0550 -0.3616
O -1.0038 4.8517 1.6830
C 1.2717 0.8558 1.4378
C -0.3629 7.4324 0.2305
C -1.1797 -3.8146 2.0617
C -1.9243 5.6695 -0.4167
C 4.4628 -3.0993 -5.8275
C 0.7417 1.0944 2.6934
C 0.4433 0.0138 3.5014
C 3.5989 -4.1042 -2.5012
C -1.6843 -3.6337 3.5289
C 1.4836 -0.4411 1.0419
C 1.4539 5.1255 -1.8164
C 0.6460 -3.7536 -3.4124
C 0.8791 7.0507 -0.5522
C -1.1674 5.1388 3.0553
C 1.7593 -2.7279 -3.3240
C 0.5861 -6.1225 -3.3028
C -4.5573 0.8300 2.7497
C -3.5325 -0.1594 2.0875
C 0.6548 -1.2957 3.1009
C -2.1898 5.0072 0.9198
C 1.1896 -1.5121 1.8491
C 4.5991 -4.0002 -3.6369
C -4.1157 -1.5238 1.6366
C 0.2685 -2.4007 4.0732
B -3.1167 -2.8058 1.8936
H 0.8524 5.5615 -2.6208
H 0.5380 2.0911 3.0751
H -0.0997 -3.9416 1.9154
H 2.2192 -2.5540 -4.2977
H 5.4026 -3.4456 -6.2714
H 5.1805 -3.0791 -3.5198
H 5.2855 -4.8548 -3.5768
H 1.8752 -0.6257 0.0429
H -0.3942 8.5251 0.2749
H 4.6077 -2.1217 -5.3561
H -0.0010 0.2012 4.4774
H 3.0205 -5.0267 -2.5601
H 4.1707 -4.1656 -1.5709
H 0.6005 -6.0033 -2.2147
H -2.5919 4.0022 0.7471
H -0.1791 5.3009 3.4864
H -1.7577 6.0494 3.2072
H 1.7510 7.5145 -0.0722
H -1.6453 4.2969 3.5672
H -2.8534 5.6209 -0.9902
H -1.7137 -4.7090 1.6868
H -0.3044 7.0893 1.2643
H 1.3560 -2.5193 1.4838
H -2.9358 5.5956 1.4657
H 1.2186 -6.9727 -3.5595
H 2.5189 5.2931 -2.0096
H -0.4363 -6.3266 -3.6379
H 1.2630 4.0526 -1.7964
H 0.2150 -3.9000 -2.4167
H -3.6082 -3.6385 1.1238
H -1.6867 -4.5518 4.1323
H -1.1813 5.1164 -0.9913
H 0.7958 7.4417 -1.5724
H -0.1351 -3.3688 -4.0787
H 1.4791 1.7112 0.8004
H 1.3002 -1.7809 -3.0291
H 3.7199 -2.9858 -6.6173
```